(1)
Entry from OMol25: 4 unconnected molecules or ions with the total composition C7H23NO3 (ωB97M-V/def2-TZVPD).

The orbital gap is 8.86 eV. The electronic energy comes out at -560.85808 Ha. The strongest force on any atom is 6.9 eV/A. Its structure (SMILES) is CCCN(CC)CC.O.O.O. Its HOMO energy is -0.3063 Eh. As for the spin multiplicity: 1. Its energy relative to the best compared isomer or geometry (same formula, charge and spin) is 70.0 kcal/mol.

Last column: natural (NBO) charge in e.
CARTESIAN COORDINATES (ANGSTROEM)
C (2.923, -1.674, -1.050)  -0.61
C (2.484, -0.992, 0.207)  -0.40
C (0.955, -0.666, -0.040)  -0.22
N (0.471, 0.212, 1.037)  -0.48
C (0.064, 1.553, 0.601)  -0.22
C (-0.908, 1.580, -0.583)  -0.63
C (-0.664, -0.359, 1.902)  -0.20
C (-1.916, -1.029, 1.283)  -0.63
H (2.428, -1.219, -1.931)  0.20
H (3.943, -1.647, -1.299)  0.21
H (2.458, -2.710, -1.161)  0.20
H (2.556, -1.490, 1.167)  0.21
H (2.991, -0.077, 0.175)  0.18
H (1.040, -0.178, -1.059)  0.19
H (0.400, -1.611, -0.056)  0.20
H (0.982, 2.096, 0.628)  0.23
H (-0.530, 1.936, 1.558)  0.17
H (-0.319, 1.371, -1.430)  0.20
H (-1.584, 0.790, -0.608)  0.20
H (-1.516, 2.473, -0.616)  0.22
H (-0.090, -1.057, 2.588)  0.19
H (-1.063, 0.541, 2.480)  0.19
H (-2.572, -1.339, 1.972)  0.21
H (-1.589, -1.929, 0.807)  0.21
H (-2.324, -0.326, 0.642)  0.19
O (-2.827, -2.115, -1.463)  -0.94
H (-3.166, -1.281, -0.967)  0.47
H (-3.390, -2.839, -1.018)  0.47
O (3.036, 2.059, 1.797)  -0.95
H (3.567, 1.270, 1.442)  0.47
H (2.327, 1.682, 2.364)  0.48
O (-2.806, 1.428, -2.890)  -0.94
H (-2.038, 2.022, -3.313)  0.48
H (-2.663, 0.574, -3.098)  0.47

(2)
Entry from OMol25: 5 unconnected molecules or ions with the total composition C7H24N8O5 (ωB97M-V/def2-TZVPD).

The orbital gap is 9.71 eV. The electronic energy comes out at -1095.45577 Ha. The strongest force on any atom is 7.2 eV/A. Its structure (SMILES) is NC(N)=O.NC(N)=O.NC(N)=O.NC(N)=O.CC(C)O. Its HOMO energy is -0.3449 Eh. As for the spin multiplicity: 1. Its energy relative to the best compared isomer or geometry (same formula, charge and spin) is 54.0 kcal/mol.

Last column: natural (NBO) charge in e.
CARTESIAN COORDINATES (ANGSTROEM)
N (3.488, -0.930, 3.090)  -0.81
C (2.625, -0.557, 2.170)  0.78
N (1.732, -1.474, 1.926)  -0.87
O (2.624, 0.532, 1.591)  -0.69
H (4.207, -0.293, 3.403)  0.42
H (3.157, -1.730, 3.609)  0.39
H (1.646, -2.380, 2.364)  0.37
H (0.838, -1.150, 1.586)  0.45
N (-0.983, 0.614, -1.316)  -0.84
C (-0.237, 0.533, -0.217)  0.77
N (0.716, 1.341, -0.133)  -0.81
O (-0.432, -0.308, 0.642)  -0.77
H (-1.046, 1.414, -1.929)  0.40
H (-1.799, 0.028, -1.208)  0.40
H (0.861, 2.108, -0.774)  0.41
H (1.377, 1.074, 0.582)  0.44
N (1.034, -4.169, 0.252)  -0.84
C (0.970, -3.591, -0.936)  0.76
N (1.508, -2.382, -0.849)  -0.84
O (0.417, -4.055, -1.925)  -0.67
H (0.612, -5.079, 0.370)  0.40
H (1.478, -3.772, 1.068)  0.37
H (1.602, -1.983, 0.075)  0.40
H (1.220, -1.773, -1.602)  0.40
N (-3.752, -1.451, 4.476)  -0.81
C (-2.827, -0.611, 4.256)  0.73
N (-2.317, -0.787, 3.082)  -0.82
O (-2.543, 0.164, 5.126)  -0.68
H (-4.100, -1.505, 5.422)  0.40
H (-3.709, -2.284, 3.906)  0.36
H (-1.556, -0.236, 2.711)  0.43
H (-2.583, -1.620, 2.576)  0.38
C (-0.426, 1.824, -4.390)  -0.65
C (-0.064, 3.200, -3.844)  0.08
C (-1.062, 3.900, -2.907)  -0.64
O (1.054, 3.021, -2.997)  -0.74
H (-0.078, 1.697, -5.415)  0.23
H (-1.500, 1.666, -4.283)  0.21
H (0.049, 1.011, -3.842)  0.24
H (0.232, 3.843, -4.673)  0.17
H (-1.055, 3.554, -1.873)  0.21
H (-2.089, 3.838, -3.265)  0.21
H (-0.918, 4.976, -2.812)  0.22
H (1.630, 3.783, -3.091)  0.48

(3)
Entry from OMol25: 7 unconnected molecules or ions with the total composition C7H24O6 (ωB97M-V/def2-TZVPD).

The orbital gap is 9.12 eV. The electronic energy comes out at -732.46526 Ha. The strongest force on any atom is 2.7 eV/A. Its structure (SMILES) is C=C(C)/C(C)=C/C.O.O.O.O.O.O. Its HOMO energy is -0.3329 Eh. As for the spin multiplicity: 1. Its energy relative to the best compared isomer or geometry (same formula, charge and spin) is 52.6 kcal/mol.

Last column: natural (NBO) charge in e.
CARTESIAN COORDINATES (ANGSTROEM)
C (-1.190, -2.179, 2.623)  -0.40
C (-1.415, -1.719, 1.398)  0.00
C (-2.603, -0.876, 1.001)  -0.65
C (-0.395, -2.040, 0.347)  -0.03
C (0.519, -0.869, 0.077)  -0.66
C (-0.281, -3.297, -0.121)  -0.19
C (1.021, -3.646, -0.796)  -0.65
H (-0.409, -2.805, 2.931)  0.20
H (-1.967, -1.938, 3.354)  0.19
H (-2.428, 0.146, 0.752)  0.20
H (-3.078, -1.334, 0.097)  0.23
H (-3.465, -0.978, 1.685)  0.22
H (0.441, -0.118, 0.866)  0.20
H (1.572, -1.117, 0.050)  0.19
H (0.276, -0.440, -0.911)  0.26
H (-1.084, -3.881, 0.255)  0.21
H (1.129, -2.703, -1.353)  0.23
H (1.809, -3.846, -0.048)  0.21
H (1.058, -4.550, -1.408)  0.22
O (-2.354, 3.111, -2.286)  -0.96
H (-2.055, 2.362, -2.816)  0.50
H (-2.366, 2.861, -1.355)  0.47
O (0.644, 3.714, -1.915)  -1.00
H (1.057, 3.774, -1.063)  0.49
H (-0.299, 3.887, -2.039)  0.51
O (-0.074, 1.106, -2.681)  -0.99
H (0.293, 1.784, -3.261)  0.48
H (-0.070, 1.535, -1.811)  0.50
O (1.040, 1.982, 2.488)  -0.96
H (1.404, 2.065, 3.376)  0.50
H (1.512, 1.225, 2.116)  0.48
O (4.208, -0.892, 0.681)  -0.95
H (4.383, -0.948, -0.260)  0.48
H (3.300, -1.092, 0.906)  0.47
O (-0.239, 2.262, 0.109)  -0.97
H (-1.040, 1.885, 0.499)  0.46
H (0.332, 2.202, 0.901)  0.50

(4)
Entry from OMol25: 5 unconnected molecules or ions with the total composition C7H25NO4 (ωB97M-V/def2-TZVPD).

The orbital gap is 9.36 eV. The electronic energy comes out at -637.37086 Ha. The strongest force on any atom is 2.4 eV/A. Its structure (SMILES) is CCCCCN(C)C.O.O.O.O. Its HOMO energy is -0.3249 Eh. As for the spin multiplicity: 1. Its energy relative to the best compared isomer or geometry (same formula, charge and spin) is 36.1 kcal/mol.

Last column: natural (NBO) charge in e.
CARTESIAN COORDINATES (ANGSTROEM)
C (-2.914, 0.429, -0.721)  -0.63
C (-1.626, 1.125, -1.204)  -0.39
C (-1.029, 2.205, -0.312)  -0.41
C (-0.833, 1.758, 1.125)  -0.41
C (0.216, 0.652, 1.358)  -0.22
N (1.487, 0.815, 0.635)  -0.47
C (2.064, 2.157, 0.746)  -0.42
C (2.454, -0.179, 1.043)  -0.41
H (-2.804, -0.293, 0.087)  0.21
H (-3.566, 1.234, -0.349)  0.20
H (-3.544, -0.015, -1.493)  0.21
H (-0.974, 0.280, -1.429)  0.17
H (-1.860, 1.551, -2.184)  0.21
H (-0.110, 2.383, -0.877)  0.21
H (-1.531, 3.172, -0.321)  0.22
H (-0.552, 2.592, 1.769)  0.20
H (-1.762, 1.346, 1.521)  0.22
H (-0.269, -0.185, 0.861)  0.20
H (0.397, 0.467, 2.420)  0.18
H (1.689, 2.832, -0.020)  0.20
H (3.149, 2.096, 0.697)  0.20
H (1.828, 2.646, 1.702)  0.18
H (2.925, -0.104, 2.036)  0.18
H (3.351, -0.021, 0.425)  0.19
H (2.135, -1.192, 0.810)  0.21
O (-1.442, -2.909, 1.767)  -0.99
H (-0.667, -3.450, 1.901)  0.50
H (-2.134, -3.230, 1.196)  0.48
O (0.617, -3.615, 0.294)  -0.97
H (0.687, -2.657, 0.381)  0.46
H (0.335, -3.655, -0.639)  0.50
O (-0.080, -2.948, -2.323)  -0.96
H (0.488, -2.223, -2.643)  0.50
H (-0.898, -2.494, -2.579)  0.47
O (1.564, -0.551, -2.094)  -0.96
H (0.868, 0.014, -1.734)  0.48
H (2.340, -0.035, -1.851)  0.48

(5)
Entry from OMol25: a molecular structure, C7H26N4OPPt (ωB97M-V/def2-TZVPD).

The orbital gap (spin up / spin down) is 3.05 / 5.15 eV. The electronic energy comes out at -1036.69442 Ha. Its charge is +1. The strongest force on any atom is 4.8 eV/A. Its HOMO energy (spin up / spin down) is -0.1976 / -0.4735 Eh. As for the spin multiplicity: 5.

Last column: natural (NBO) charge in e.
CARTESIAN COORDINATES (ANGSTROEM)
C (-0.721, 0.991, -2.267)  -0.82
Pt (-0.034, 0.466, -0.253)  0.46
N (1.004, -1.242, -0.911)  -1.12
H (-0.953, 1.662, 0.263)  -0.34
H (0.225, 1.384, -1.699)  0.16
H (-1.331, 1.879, -2.421)  0.26
H (-1.375, 0.222, -1.805)  0.20
H (-0.312, 0.568, -3.184)  0.24
H (0.673, -2.075, -0.411)  0.38
H (2.019, -1.183, -0.750)  0.38
H (0.907, -1.466, -1.909)  0.40
C (-2.057, 0.968, 2.915)  -0.48
N (-1.476, -0.383, 2.935)  -0.48
C (-2.290, -1.291, 3.750)  -0.46
P (0.180, -0.555, 2.855)  2.38
O (0.812, -0.261, 1.500)  -1.10
N (0.927, 0.317, 4.046)  -0.68
C (1.551, 1.611, 3.744)  -0.42
C (0.472, 0.198, 5.443)  -0.44
N (0.422, -2.142, 3.319)  -0.80
C (0.031, -3.166, 2.338)  -0.48
C (1.708, -2.487, 3.941)  -0.41
H (-2.086, 1.418, 3.922)  0.24
H (-3.089, 0.873, 2.555)  0.26
H (-1.518, 1.636, 2.230)  0.28
H (-2.040, -2.333, 3.542)  0.26
H (-2.172, -1.099, 4.828)  0.25
H (-3.337, -1.111, 3.475)  0.25
H (2.102, 1.547, 2.795)  0.25
H (0.806, 2.421, 3.686)  0.22
H (2.256, 1.846, 4.550)  0.23
H (-0.452, 0.775, 5.624)  0.21
H (0.309, -0.852, 5.728)  0.23
H (1.266, 0.610, 6.083)  0.24
H (0.754, -3.246, 1.501)  0.20
H (0.032, -4.125, 2.870)  0.22
H (-0.977, -2.990, 1.945)  0.19
H (2.558, -2.370, 3.247)  0.21
H (1.883, -1.875, 4.829)  0.21
H (1.640, -3.539, 4.239)  0.23

(6)
Entry from OMol25: 8 unconnected molecules or ions with the total composition C7H26O8 (ωB97M-V/def2-TZVPD).

The orbital gap (spin up / spin down) is 8.86 / 4.75 eV. The electronic energy comes out at -883.80818 Ha. Its charge is +1. The strongest force on any atom is 3.0 eV/A. Its HOMO energy (spin up / spin down) is -0.4885 / -0.4878 Eh. As for the spin multiplicity: 2. Its energy relative to the best compared isomer or geometry (same formula, charge and spin) is 8.0 kcal/mol.

Last column: natural (NBO) charge in e.
CARTESIAN COORDINATES (ANGSTROEM)
C (-0.550, 2.057, 0.403)  -0.09
O (-1.866, 2.717, 0.465)  -0.76
C (-0.526, 0.559, 0.368)  -0.47
C (-1.011, -0.120, 1.670)  -0.48
C (-0.880, -1.614, 1.619)  0.27
C (-1.811, -2.612, 1.801)  -0.09
C (0.477, -2.721, -0.181)  -0.32
C (0.317, -2.301, 1.084)  -0.25
H (-0.172, 2.496, -0.558)  0.22
H (-0.039, 2.517, 1.269)  0.21
H (-2.461, 2.409, -0.235)  0.47
H (-1.144, 0.173, -0.533)  0.24
H (0.435, 0.284, -0.104)  0.27
H (-0.422, 0.179, 2.558)  0.30
H (-2.098, 0.037, 1.836)  0.23
H (-2.842, -2.327, 1.975)  0.21
H (-1.587, -3.688, 1.688)  0.25
H (1.375, -3.309, -0.416)  0.23
H (0.127, -2.175, -1.044)  0.24
H (0.931, -2.543, 1.944)  0.28
H (4.594, -1.656, -0.838)  0.50
H (3.304, -2.197, -0.046)  0.50
O (3.805, -2.204, -0.867)  -0.97
H (3.598, 1.711, -0.849)  0.49
H (2.792, 0.397, -1.032)  0.49
O (3.093, 1.057, -0.363)  -1.01
H (-3.566, 0.696, -1.387)  0.49
H (-3.461, 2.037, -2.079)  0.48
O (-2.964, 1.222, -1.971)  -0.96
H (3.939, -0.441, 2.101)  0.49
H (2.888, -0.105, 1.071)  0.50
O (3.161, -0.804, 1.677)  -0.99
H (-0.941, 4.533, -1.051)  0.47
H (-1.027, 3.706, -2.269)  0.46
O (-0.552, 4.476, -1.933)  -0.92
H (-4.534, -0.785, 0.877)  0.48
H (-3.405, 0.190, 0.499)  0.46
O (-4.304, -0.058, 0.294)  -0.93
H (2.366, -0.346, -3.237)  0.50
H (2.797, -1.043, -1.912)  0.50
O (2.167, -0.403, -2.297)  -0.98

Q: Among the records above, which one has the highest strongest force on any atom?
A: C7H24N8O5